Here is a molecular structure, C8H13O5Sm at a distorted geometry from the OMol25 dataset. Energies are from ωB97M-V with the def2-TZVPD basis set.

HOMO (spin up / spin down) (eV): -12.21 / -12.23
Charge: +1
Spin multiplicity: 7
LUMO level (spin up / spin down) (eV): -4.1014 / -4.9721
HOMO-LUMO gap (spin up / spin down) (hartree): 0.2979 / 0.2666
M (g mol⁻¹): 339.5

The geometry in XYZ format:
```
27
C8H13O5Sm ωB97M-V with the def2-TZVPD basis set
O 2.990 -2.291 0.457
C 2.133 -1.324 0.800
C 0.785 -1.849 1.282
O -0.005 -0.771 1.809
C -0.983 -1.145 2.713
C -1.389 -0.322 3.671
H 2.635 -0.514 1.452
H 0.946 -2.584 2.080
H 0.236 -2.314 0.451
H -2.198 -0.636 4.328
H -1.395 -2.143 2.547
H -0.939 0.661 3.818
O 1.025 2.245 0.091
C 1.756 2.049 -0.990
C 1.259 1.411 -2.084
O 0.105 0.655 -1.871
C -1.006 0.889 -2.754
C -2.259 0.455 -1.999
O -2.340 1.062 -0.753
Sm -0.660 1.179 0.383
H 2.809 2.363 -1.041
H 1.768 1.287 -3.039
H -0.860 0.325 -3.687
H -1.044 1.967 -2.982
H -2.238 -0.653 -1.912
H -3.125 0.702 -2.645
H 1.994 -0.704 -0.125
```

Mulliken population analysis, charges in e, atoms 1 to 5: -0.359 -0.120 -0.485 -0.298 0.092